Record 1
Density functional theory data (ωB97M-V with the def2-TZVPD basis set) for a structure of composition C28H56O25PtRb2S in a non-equilibrium geometry.

Values from the calculation:
HOMO energy (alpha / beta) in eV: -13.101 / -13.391
Spin multiplicity: 3
Total charge: +2
<S²>: 2.00

CARTESIAN COORDINATES (ANGSTROEM)
Pt1 -0.181 -2.168 -0.489
Rb1 -0.584 3.938 2.178
Rb2 -4.246 2.394 0.747
S1 -1.090 0.343 0.066
O1 -1.709 -3.356 0.820
O2 0.054 -0.197 7.258
O3 -3.816 -4.170 1.222
O4 2.005 -0.863 -3.878
O5 1.784 -2.009 0.357
O6 -2.788 4.870 -4.075
O7 -2.502 0.415 -0.349
O8 3.052 -2.699 -3.339
O9 -3.194 4.065 -1.968
O10 -0.890 -0.798 0.923
O11 -2.685 -2.187 -4.165
O12 -2.335 -4.201 2.842
O13 -4.003 -1.969 -2.565
O14 1.639 -0.846 5.743
O15 -0.388 0.109 5.116
O16 2.912 -0.426 1.403
O17 -1.864 -2.387 -2.137
O18 3.978 4.192 -1.698
O19 2.882 -2.474 2.338
O20 1.865 3.621 -2.092
O21 1.086 -2.213 -2.334
O22 -0.661 1.547 0.743
O23 2.607 3.887 0.103
O24 -0.240 -0.066 -0.992
O25 -2.673 2.669 -3.824
C1 1.020 0.196 -3.684
C2 -2.377 1.484 -3.069
C3 2.711 0.524 0.361
C4 -1.463 -3.388 3.681
C5 -5.923 -2.088 -0.961
C6 0.550 -0.312 5.968
C7 -4.340 6.696 -3.738
C8 -1.531 -2.615 -4.875
C9 1.966 -1.924 -3.132
C10 3.801 -2.675 -4.484
C11 0.494 3.239 -1.746
C12 5.023 5.921 -0.478
C13 3.715 -1.939 3.370
C14 -0.101 -4.081 3.965
C15 4.982 -3.667 -4.413
C16 -2.922 6.191 -3.552
C17 3.576 0.404 -0.867
C18 -2.775 -2.244 -2.906
C19 0.813 -0.698 8.265
C20 0.011 -0.391 9.513
C21 -2.913 3.862 -3.180
C22 2.487 -1.674 1.281
C23 -4.346 -1.925 -1.201
C24 5.114 4.469 -1.014
C25 -4.677 -4.890 2.058
C26 2.750 4.011 -1.132
C27 -2.562 -3.869 1.588
C28 0.003 0.090 3.697
H1 5.835 6.288 0.150
H2 5.795 -3.423 -3.728
H3 -1.537 -2.347 3.367
H4 -0.168 -4.928 4.648
H5 1.696 0.681 -0.006
H6 0.731 0.863 3.451
H7 -4.494 7.120 -4.731
H8 0.014 3.049 -2.706
H9 -0.872 0.243 3.065
H10 3.232 -1.095 3.862
H11 -3.220 1.182 -2.447
H12 -0.044 -1.164 10.280
H13 5.275 3.748 -0.213
H14 -1.007 -0.159 9.199
H15 3.219 1.248 -1.457
H16 0.775 -1.781 8.155
H17 -6.385 -3.063 -1.112
H18 3.409 -0.461 -1.509
H19 -2.211 6.742 -4.168
H20 3.887 -2.691 4.140
H21 1.818 -0.281 8.333
H22 -0.633 -2.040 -4.648
H23 5.969 4.374 -1.683
H24 -3.992 -1.040 -0.672
H25 -1.614 -2.637 -5.962
H26 3.020 1.468 0.811
H27 0.390 0.556 9.899
H28 0.508 2.319 -1.163
H29 4.173 -1.659 -4.613
H30 -2.075 0.715 -3.781
H31 -1.583 1.700 -2.353
H32 -5.219 -4.129 2.620
H33 -2.562 6.403 -2.545
H34 0.609 -3.384 4.411
H35 4.654 0.474 -0.724
H36 5.063 6.613 -1.320
H37 0.098 -0.353 -3.491
H38 -5.055 5.922 -3.460
H39 0.985 0.779 -4.605
H40 4.597 -4.650 -4.143
H41 -3.860 -2.796 -0.762
H42 -4.171 -5.584 2.728
H43 -1.905 -3.253 4.668
H44 4.648 -1.744 2.840
H45 -5.469 -5.386 1.496
H46 0.000 4.049 -1.209
H47 -4.346 7.489 -2.990
H48 -6.176 -1.593 -0.023
H49 1.205 0.764 -2.773
H50 3.151 -2.995 -5.299
H51 0.500 -0.835 3.406
H52 5.468 -3.664 -5.388
H53 4.136 6.081 0.133
H54 -6.443 -1.503 -1.720
H55 0.333 -4.354 3.004
H56 -1.256 -3.610 -4.526

Here are the Löwdin charges for atoms 1 to 4, given in e: number 1, Pt, carries 1.35; number 2, Rb, carries 0.90; number 3, Rb, carries 0.91; number 4, S, carries 0.15

Record 2
Density functional theory data (ωB97M-V with the def2-TZVPD basis set) for a cluster of 4 separate species, C28H57F3N6O8 in total in a non-equilibrium geometry.

Values from the calculation:
HOMO energy in eV: -8.978
Total charge: 0
SMILES: CC(=O)N(C(C)=O)[C@@H]1[C@@H](CCC(=O)O)NC(=O)[C@]1(CCN)CCC(F)(F)F.COC[C@@H](C)N.COC[C@@H](C)N.COC[C@@H](C)N

CARTESIAN COORDINATES (ANGSTROEM)
F1 -9.378 -0.785 1.733
F2 -8.580 0.231 3.487
F3 -10.541 -0.738 3.580
O1 -6.173 2.209 -1.091
O2 -6.175 2.934 1.010
O3 -4.188 -1.839 5.024
O4 -2.197 -3.174 1.912
O5 2.647 -0.982 -2.503
O6 7.174 3.226 -1.910
O7 8.544 1.129 -5.568
O8 -8.200 -3.452 0.644
N1 5.778 0.446 -5.301
N2 -5.188 -4.595 4.687
N3 7.526 3.363 0.947
N4 -4.064 -2.149 2.747
N5 0.108 -0.927 -1.148
N6 -6.886 -1.583 0.332
C1 6.891 -0.389 -3.304
C2 -4.325 0.204 3.873
C3 -2.094 -0.840 1.667
C4 3.101 0.238 -3.070
C5 -7.337 -2.716 1.056
C6 1.281 1.103 -0.489
C7 6.166 4.049 -2.470
C8 -8.661 -2.143 3.566
C9 1.315 -0.422 -0.488
C10 -7.132 -2.179 3.549
C11 -4.204 -1.302 3.932
C12 8.079 4.406 0.078
C13 -2.767 -2.114 2.106
C14 -9.280 -0.861 3.078
C15 -6.440 -4.404 2.593
C16 -5.186 -2.207 1.807
C17 -5.197 -4.951 3.266
C18 8.164 -0.230 -5.523
C19 -6.482 -2.871 2.325
C20 -4.904 -0.222 0.044
C21 7.207 5.653 0.186
C22 -5.759 -0.963 1.085
C23 9.173 1.609 -4.393
C24 2.596 -1.013 -1.093
C25 -5.696 2.147 0.014
C26 -4.558 1.224 0.380
C27 8.284 3.917 -1.363
C28 6.818 -0.472 -4.826
H1 -5.487 -0.159 -0.865
H2 -6.771 -2.674 4.437
H3 -6.752 -1.164 3.623
H4 6.152 5.428 0.031
H5 7.741 -0.956 -2.920
H6 -1.887 -0.946 0.608
H7 -6.615 -1.972 -0.566
H8 0.082 -1.939 -1.060
H9 2.222 1.519 -0.126
H10 6.979 0.640 -2.953
H11 2.273 0.938 -3.216
H12 -5.235 -6.039 3.159
H13 9.812 0.849 -3.933
H14 3.489 -0.536 -0.668
H15 8.157 2.567 0.961
H16 -6.295 -0.267 1.716
H17 -4.225 1.362 1.401
H18 -4.282 -4.785 5.083
H19 3.532 0.017 -4.043
H20 -6.595 -4.949 1.671
H21 3.874 0.704 -2.452
H22 9.069 4.667 0.463
H23 -8.978 -2.241 4.597
H24 -3.410 0.661 3.523
H25 -4.868 -2.871 1.004
H26 -3.735 1.524 -0.260
H27 8.959 -0.837 -5.069
H28 -5.153 0.547 3.268
H29 6.505 -1.489 -5.082
H30 1.092 1.505 -1.484
H31 -1.132 -0.724 2.149
H32 7.507 6.408 -0.543
H33 9.795 2.459 -4.675
H34 8.586 4.739 -2.024
H35 5.434 4.354 -1.718
H36 -5.863 -5.167 5.171
H37 5.984 -0.804 -2.864
H38 -4.485 0.552 4.881
H39 -5.644 2.815 1.797
H40 6.143 1.391 -5.214
H41 -7.293 -4.645 3.220
H42 7.300 6.089 1.180
H43 5.645 3.461 -3.225
H44 1.282 -0.747 0.557
H45 6.592 4.935 -2.948
H46 -2.662 0.058 1.840
H47 9.104 3.193 -1.361
H48 6.683 3.007 0.506
H49 5.653 0.321 -6.302
H50 -9.080 -2.994 3.048
H51 -4.015 -0.780 -0.217
H52 0.482 1.462 0.161
H53 0.215 -0.769 -2.147
H54 -4.293 -4.629 2.771
H55 8.435 1.963 -3.670
H56 2.640 -2.072 -0.823
H57 8.076 -0.546 -6.566

Here are the Löwdin charges for atoms 1 to 4, given in e: number 1, F, carries 0.14; number 2, F, carries 0.11; number 3, F, carries 0.12; number 4, O, carries 0.12

Record 3
Density functional theory data (ωB97M-V with the def2-TZVPD basis set) for a cluster of 2 separate species, C28H57N6O3P2 in total in a non-equilibrium geometry.

Values from the calculation:
HOMO energy in eV: -10.110
Total charge: +1

CARTESIAN COORDINATES (ANGSTROEM)
P1 -2.842 1.131 4.944
P2 1.298 -4.029 -2.155
O1 -1.788 -0.248 -1.264
O2 -3.064 1.062 3.444
O3 1.994 -0.143 -3.120
N1 1.194 -4.305 0.819
N2 -2.680 1.587 6.663
N3 0.669 -2.881 -0.910
N4 -1.265 0.394 4.972
N5 1.592 -1.998 1.139
N6 -4.121 0.096 5.408
C1 -2.353 2.995 -1.068
C2 3.981 -2.952 -2.314
C3 1.233 -3.314 -3.849
C4 2.451 0.793 -4.046
C5 -0.252 1.259 4.384
C6 1.156 -3.023 0.303
C7 2.141 -0.900 0.320
C8 -0.607 1.959 -3.908
C9 5.794 2.424 -4.953
C10 1.607 1.410 -4.974
C11 -2.380 0.598 -0.245
C12 1.997 0.416 -1.806
C13 -3.187 1.700 -0.960
C14 -5.284 0.059 4.527
C15 3.478 2.636 -5.904
C16 -1.074 -0.961 4.500
C17 -3.030 3.003 6.879
C18 2.126 2.316 -5.884
C19 3.789 1.152 -4.062
C20 1.169 -0.384 -0.761
C21 -3.973 -1.170 6.086
C22 3.138 -4.145 -1.808
C23 4.315 2.054 -4.966
C24 0.260 -1.512 -1.307
C25 -1.137 -1.307 -0.595
C26 0.099 1.160 -5.056
C27 -1.554 1.239 7.518
C28 -0.271 -0.355 -4.993
H1 0.751 0.893 4.615
H2 1.494 2.796 -6.630
H3 0.034 -1.343 -2.361
H4 -1.696 -2.249 -0.735
H5 0.064 2.757 -3.563
H6 -0.826 -0.584 -4.074
H7 -3.770 -1.987 5.381
H8 -3.184 -1.154 6.838
H9 6.036 2.928 -5.896
H10 -4.099 1.853 -0.368
H11 2.301 -0.047 0.996
H12 1.946 -2.512 -4.054
H13 3.343 -4.402 -0.764
H14 -1.641 -1.677 5.092
H15 0.837 -1.654 1.735
H16 4.481 0.718 -3.336
H17 -5.520 1.053 4.152
H18 5.029 -3.124 -2.028
H19 -4.890 -1.424 6.625
H20 1.658 1.462 -1.841
H21 6.030 3.138 -4.153
H22 -1.604 1.068 0.383
H23 0.532 0.354 -0.256
H24 -1.295 2.819 -1.288
H25 -1.340 0.174 7.496
H26 -6.163 -0.293 5.071
H27 -0.027 -1.256 4.624
H28 -0.326 2.270 4.799
H29 2.031 -4.857 0.893
H30 3.856 3.329 -6.654
H31 -1.347 -1.090 3.438
H32 3.991 -2.903 -3.411
H33 0.201 -2.971 -4.007
H34 0.319 -4.664 1.170
H35 -3.968 3.241 6.367
H36 3.046 0.453 -1.455
H37 -2.255 3.673 6.493
H38 3.134 -1.171 -0.053
H39 -0.751 1.294 -3.043
H40 3.631 -1.975 -1.965
H41 -3.447 1.322 -1.957
H42 -0.360 1.334 3.292
H43 1.374 -4.170 -4.523
H44 -0.637 1.784 7.267
H45 -3.179 3.215 7.938
H46 -2.997 -0.044 0.402
H47 -1.813 1.478 8.553
H48 3.445 -5.023 -2.400
H49 -2.815 3.635 -1.832
H50 6.389 1.507 -4.862
H51 -2.410 3.528 -0.108
H52 -0.918 -0.599 -5.845
H53 -0.948 -1.095 0.466
H54 -5.123 -0.601 3.665
H55 -0.298 1.549 -6.001
H56 0.644 -0.947 -5.067
H57 -1.571 2.377 -4.218

Here are the Löwdin charges for atoms 1 to 4, given in e: number 1, P, carries 0.74; number 2, P, carries 1.01; number 3, O, carries -0.14; number 4, O, carries -0.32

Record 4
Density functional theory data (ωB97M-V with the def2-TZVPD basis set) for a cluster of 4 separate species, C28H58BBrN4O8P in total in a non-equilibrium geometry.

Values from the calculation:
HOMO energy in eV: -10.628
Total charge: +1

CARTESIAN COORDINATES (ANGSTROEM)
Br1 -3.892 -4.008 -0.366
P1 -5.762 1.955 -1.282
O1 -7.354 1.535 -1.952
O2 1.888 -7.123 -1.746
O3 3.456 8.433 1.945
O4 -1.749 3.482 2.753
O5 -4.104 -1.151 -3.043
O6 5.609 4.208 0.727
O7 3.307 1.581 -1.612
O8 -6.619 -1.445 -2.301
N1 -4.214 -0.210 1.707
N2 -4.823 -0.721 -0.625
N3 -3.929 -2.573 0.798
N4 -5.079 0.610 -0.335
C1 1.371 -7.116 -4.077
C2 -4.853 2.604 1.734
C3 3.126 -2.052 -2.734
C4 4.513 1.739 -0.741
C5 -0.561 -4.529 1.509
C6 5.602 6.583 0.972
C7 2.537 8.342 2.757
C8 2.291 -3.379 -0.457
C9 -3.029 3.821 3.423
C10 -4.670 2.344 -2.848
C11 -6.743 -2.589 -3.217
C12 2.854 0.189 -1.282
C13 7.735 5.169 1.235
C14 -0.781 -2.879 1.510
C15 1.488 7.269 2.633
C16 1.073 -4.866 1.528
C17 -3.452 -2.902 2.234
C18 2.417 9.299 3.913
C19 1.723 -4.845 0.014
C20 -4.714 1.076 1.090
C21 6.257 5.228 0.957
C22 -4.201 2.675 3.240
C23 2.280 -0.623 -2.588
C24 2.325 -3.339 -2.110
C25 2.823 -8.937 -2.985
C26 -4.293 -1.281 0.632
C27 2.016 -7.675 -2.837
C28 -1.937 -2.366 2.552
B1 -5.194 -1.130 -2.003
H1 -3.709 1.638 3.547
H2 -3.777 -2.091 -3.159
H3 3.210 -2.242 -3.907
H4 8.279 5.743 0.481
H5 2.138 -6.865 -4.814
H6 -3.663 1.745 -2.833
H7 7.942 5.562 2.234
H8 1.662 -4.094 2.181
H9 0.963 -5.333 -0.749
H10 -5.998 -2.586 -4.121
H11 1.702 6.652 1.753
H12 2.041 0.192 -0.440
H13 1.655 -2.481 -0.005
H14 1.152 -0.887 -2.420
H15 -6.747 -3.640 -2.653
H16 -4.551 3.505 -2.935
H17 0.252 -2.437 1.911
H18 6.051 7.221 0.205
H19 2.839 -4.311 -2.560
H20 -0.911 -2.431 0.428
H21 0.668 -7.843 -4.491
H22 1.184 -3.326 -2.453
H23 0.820 -6.204 -3.820
H24 1.473 9.845 3.846
H25 5.713 7.039 1.959
H26 -7.921 2.359 -2.032
H27 -1.912 -1.201 2.660
H28 8.071 4.127 1.192
H29 2.186 -9.746 -3.350
H30 2.368 0.011 -3.576
H31 -3.381 4.914 3.142
H32 4.917 2.843 -0.710
H33 -7.833 -2.509 -3.698
H34 4.305 1.320 0.351
H35 -1.026 -4.917 0.501
H36 3.242 10.018 3.875
H37 -1.651 -2.799 3.627
H38 1.504 6.630 3.519
H39 -4.161 3.292 1.046
H40 -0.973 3.793 3.322
H41 4.535 6.473 0.755
H42 3.784 -0.402 -0.884
H43 2.474 8.750 4.856
H44 -3.424 -4.087 2.374
H45 0.503 7.725 2.509
H46 2.658 -5.574 0.050
H47 3.229 -9.224 -2.009
H48 4.241 -1.954 -2.347
H49 3.655 -8.767 -3.673
H50 1.167 -5.926 2.034
H51 -1.067 -4.979 2.473
H52 -2.775 3.867 4.588
H53 -5.069 2.896 4.009
H54 3.402 -3.273 -0.098
H55 -5.306 1.980 -3.787
H56 -5.936 3.036 1.642
H57 5.351 1.075 -1.247
H58 -4.278 -2.521 2.980

Here are the Löwdin charges for atoms 1 to 4, given in e: number 1, Br, carries 0.91; number 2, P, carries 0.99; number 3, O, carries -0.34; number 4, O, carries 0.02